The following is a DFT calculation (ωB97M-V with the def2-TZVPD basis set) of C12H24Cl2N2SYb as an isolated structure at a distorted geometry.

Its gap between HOMO and LUMO (alpha / beta) is 4.05 / 4.36 eV. The value obtained for the HOMO energy (alpha / beta) is -1.62 / -1.94 eV. Its expectation value of S² is 0.766. Its spin multiplicity is 2. Its largest force on an atom is 9.5 eV/Å. The energy above the lowest of the compared OMol25 structures with the same formula, charge and spin is 383.74 kJ/mol. Its net charge is -1.

Positions of all 42 atoms, in Å:
1 Yb -0.83 -1.57 -0.33
2 Cl -3.24 -0.58 -0.04
3 Cl 0.55 -2.87 1.45
4 C -0.86 -3.61 -0.20
5 H -0.31 -4.56 -0.19
6 H -2.00 -3.59 -0.12
7 C 0.79 -2.26 -1.82
8 C -0.38 -2.90 -1.84
9 H 1.49 -2.43 -1.01
10 C -1.51 -2.29 -2.67
11 H -0.30 -3.94 -2.16
12 C -0.94 -1.95 -4.09
13 H -2.36 -2.99 -2.76
14 H -1.89 -1.35 -2.21
15 C 0.29 -1.07 -4.07
16 H -0.70 -2.89 -4.61
17 H -1.72 -1.41 -4.64
18 C 1.20 -1.26 -2.81
19 H 0.90 -1.26 -4.97
20 H 0.05 0.00 -4.15
21 H 2.22 -1.47 -3.17
22 H 1.31 -0.27 -2.32
23 C 1.83 3.66 0.75
24 N 1.03 3.13 1.85
25 C 0.45 4.12 2.75
26 C 0.48 1.90 1.72
27 S 0.67 1.01 0.28
28 N -0.22 1.43 2.81
29 C 0.36 1.63 4.14
30 C -1.06 0.24 2.67
31 H 2.03 4.72 0.96
32 H 1.29 3.57 -0.21
33 H 2.78 3.11 0.66
34 H -0.58 3.87 3.00
35 H 1.05 4.20 3.68
36 H 0.48 5.09 2.26
37 H 0.17 0.73 4.73
38 H 1.44 1.80 4.10
39 H -0.12 2.47 4.66
40 H -1.74 0.37 1.81
41 H -0.45 -0.68 2.55
42 H -1.66 0.16 3.58

Atomic partial charges in e from the natural (NBO) method, atoms 1 to 4:
1. Yb 1.09
2. Cl -0.66
3. Cl -0.62
4. C -0.69



The following is a DFT calculation (ωB97M-V with the def2-TZVPD basis set) of a single C3HN3O2 molecule at a distorted geometry.

The SMILES is N#Cc1nonc1O. Its gap between HOMO and LUMO is 10.91 eV. The value obtained for the HOMO energy is -11.28 eV. Its spin multiplicity is 1. Its largest force on an atom is 2.9 eV/Å. The energy above the lowest of the compared OMol25 structures with the same formula, charge and spin is 234.40 kJ/mol. Its net charge is 0.

Positions of all 9 atoms, in Å:
1 N -1.28 -2.44 -0.27
2 C -1.08 -1.30 -0.16
3 C -0.63 0.07 0.06
4 N -1.35 1.12 0.19
5 O -0.51 2.13 0.22
6 N 0.79 1.73 0.13
7 C 0.73 0.42 0.00
8 O 1.79 -0.40 -0.16
9 H 1.55 -1.34 0.00

Atomic partial charges in e from the natural (NBO) method, atoms 1 to 4:
1. N -0.25
2. C 0.24
3. C -0.07
4. N 0.00



The following is a DFT calculation (ωB97M-V with the def2-TZVPD basis set) of C16H40F6K2N3O20S6 as an isolated structure at a distorted geometry.

Its gap between HOMO and LUMO is 5.39 eV. The value obtained for the HOMO energy is -6.74 eV. Its spin multiplicity is 1. Its largest force on an atom is 9.6 eV/Å. The energy above the lowest of the compared OMol25 structures with the same formula, charge and spin is 110.08 kJ/mol. Its net charge is -1.

Positions of all 93 atoms, in Å:
1 K 4.09 2.29 2.04
2 K 3.69 -1.07 6.72
3 N 0.51 -0.49 3.38
4 S -0.03 -2.01 2.75
5 O -0.16 -2.09 1.29
6 O -0.90 -2.81 3.65
7 F 1.44 -2.56 3.09
8 S -0.91 0.02 3.33
9 O -1.77 -0.25 4.46
10 O -1.47 0.32 2.02
11 F -0.40 1.55 3.57
12 N -0.36 -8.00 9.61
13 S -0.08 -9.60 9.12
14 O 0.52 -10.45 10.09
15 O 0.21 -9.80 7.69
16 F -1.60 -10.11 9.12
17 S 0.94 -7.42 9.17
18 O 1.04 -6.88 7.81
19 O 2.04 -7.86 9.96
20 F 0.78 -5.99 10.05
21 N 5.47 3.38 6.31
22 S 7.09 3.54 6.82
23 O 7.50 2.67 7.92
24 O 7.87 4.73 6.40
25 F 7.47 2.62 5.55
26 S 5.01 4.68 6.97
27 O 5.55 5.99 6.58
28 O 4.55 4.46 8.34
29 F 3.59 4.88 6.25
30 C 6.40 -7.74 0.04
31 O 7.36 -7.70 -1.03
32 C 8.64 -8.10 -0.74
33 C 9.38 -8.09 -2.13
34 O 8.84 -9.20 -2.91
35 C 9.35 -9.03 -4.23
36 H 6.08 -8.78 -0.06
37 H 5.50 -7.15 -0.14
38 H 6.74 -7.38 1.02
39 H 8.71 -9.11 -0.35
40 H 9.17 -7.34 -0.15
41 H 10.43 -8.26 -1.88
42 H 9.37 -7.11 -2.61
43 H 9.06 -8.10 -4.73
44 H 9.08 -9.76 -4.99
45 H 10.44 -8.98 -4.20
46 C -5.93 4.67 -5.98
47 O -5.54 4.37 -4.61
48 C -5.68 3.12 -3.99
49 C -7.01 3.08 -3.16
50 O -8.11 3.06 -4.04
51 C -8.18 1.89 -4.82
52 H -6.98 4.38 -6.04
53 H -5.47 4.14 -6.82
54 H -5.87 5.75 -6.04
55 H -4.84 2.80 -3.38
56 H -5.71 2.31 -4.72
57 H -6.91 3.91 -2.46
58 H -7.14 2.17 -2.57
59 H -7.57 2.08 -5.71
60 H -9.20 1.57 -5.03
61 H -7.63 1.03 -4.43
62 C -5.40 -1.79 -9.58
63 O -5.29 -2.21 -8.22
64 C -4.16 -3.01 -7.87
65 C -4.35 -3.66 -6.42
66 O -4.42 -2.60 -5.54
67 C -4.99 -2.91 -4.22
68 H -5.32 -2.66 -10.23
69 H -4.53 -1.16 -9.78
70 H -6.40 -1.36 -9.66
71 H -3.32 -2.34 -8.07
72 H -4.21 -3.85 -8.56
73 H -3.56 -4.36 -6.16
74 H -5.23 -4.26 -6.19
75 H -4.34 -3.53 -3.60
76 H -6.02 -3.26 -4.33
77 H -4.91 -1.99 -3.66
78 C -0.32 12.36 0.54
79 O -0.11 11.33 1.45
80 C -0.64 11.69 2.72
81 C -0.74 10.51 3.72
82 O -1.67 9.35 3.35
83 C -1.27 8.62 2.20
84 H 0.12 13.29 0.88
85 H -1.38 12.59 0.51
86 H 0.04 12.15 -0.47
87 H -1.61 12.16 2.60
88 H 0.04 12.41 3.18
89 H -1.01 10.83 4.72
90 H 0.24 10.06 3.90
91 H -1.69 7.61 2.19
92 H -0.18 8.66 2.07
93 H -1.84 9.10 1.40

Atomic partial charges in e from the Löwdin method, atoms 1 to 4:
1. K 0.96
2. K 0.96
3. N -0.29
4. S 0.61